1.
Entry from the Open Molecules 2025 dataset: a single C5H8O molecule (the ωB97M-V functional and the def2-TZVPD basis).

Output
SMILES: C1CC1[C@H]1CO1
HOMO in eV: -9.12

The geometry in XYZ format:
```
14
Properties=species:S:1:pos:R:3:forces:R:3
C -1.691029 -0.310370 -0.321833 -0.4 0.0 -0.2
C -1.236902 1.087547 -0.258696 -0.3 0.0 -0.9
C -0.441107 -0.127672 0.465096 0.2 1.6 -0.7
C 0.828081 -0.575473 -0.173613 0.0 0.4 -0.2
C 2.120375 -0.350632 0.470674 0.2 0.3 0.0
O 1.567949 -1.654802 0.401926 -0.2 -0.1 0.1
H -1.504214 -0.749128 -1.299434 0.0 -0.3 0.3
H -2.632107 -0.604323 0.122229 0.0 0.0 0.1
H -1.832697 1.725079 0.408152 0.7 -0.2 -0.1
H -0.732227 1.600082 -1.060403 -0.2 -0.1 -0.5
H -0.377027 0.695716 1.173944 0.2 -1.7 2.0
H 0.802138 -0.657237 -1.265456 0.0 0.2 0.2
H 2.997982 -0.144485 -0.140608 0.0 -0.2 0.1
H 2.130790 0.065704 1.478018 0.0 0.1 -0.2
```
Positions in Å, forces in eV/Å.

These are the Löwdin partial charges, in e, on atoms 1 to 6:
1 C -0.150
2 C -0.118
3 C -0.183
4 C -0.302
5 C -0.126
6 O -0.033


2.
Entry from the Open Molecules 2025 dataset: a single C5H8O molecule (the ωB97M-V functional and the def2-TZVPD basis).

Output
HOMO (alpha / beta) in eV: -8.48 / -8.48

The geometry in XYZ format:
```
14
Properties=species:S:1:pos:R:3:forces:R:3
C 1.291019 0.203210 0.887917 0.0 0.0 0.0
C -0.103701 0.008870 0.378871 0.1 -2.6 0.4
C -0.278022 -0.410239 -1.149010 0.1 1.4 -0.7
C -1.045998 -0.725331 0.963043 -0.3 0.1 1.3
C -0.426093 1.059372 -1.170287 -0.3 -0.1 -3.0
O 0.443069 1.866543 -1.482062 -0.1 0.1 0.6
H 1.795158 -0.761116 0.973142 0.1 0.0 0.0
H 1.858485 0.844152 0.212632 -0.1 0.0 0.0
H 1.304026 0.669868 1.873092 -0.2 0.0 0.0
H -1.158395 -1.014420 -1.413849 0.5 0.4 0.5
H 0.655672 -0.913616 -1.430483 -0.2 0.6 -0.1
H -0.769083 -1.383895 1.761094 -0.3 0.3 1.3
H -2.073647 -0.777621 0.614894 0.3 -0.3 -0.4
H -1.492494 1.334224 -1.018989 0.3 0.3 0.3
```
Positions in Å, forces in eV/Å.

These are the Löwdin partial charges, in e, on atoms 1 to 6:
1 C -0.042
2 C -0.368
3 C -0.059
4 C 0.086
5 C -0.409
6 O -0.020


3.
Entry from the Open Molecules 2025 dataset: a single C5H8O molecule (the ωB97M-V functional and the def2-TZVPD basis).

Output
SMILES: C1OC[C@@H]2C[C@@H]12
HOMO in eV: -9.05

The geometry in XYZ format:
```
14
Properties=species:S:1:pos:R:3:forces:R:3
C -1.042459 -0.928934 -0.298512 -2.0 -6.5 2.7
O -1.348160 -0.453016 1.133870 1.6 1.1 -2.1
C -0.314824 0.567856 1.401815 4.2 -8.4 0.3
C 0.822240 0.335600 0.293691 -1.0 -1.3 0.7
C 1.080406 0.509131 -1.272363 3.3 -4.1 2.7
C -0.248959 0.009091 -0.890082 3.6 2.0 -0.5
H -0.378915 -1.856911 -0.282865 -1.3 0.3 0.5
H -2.079848 -1.221289 -0.596787 1.0 0.5 -0.5
H 0.157832 0.167936 2.355560 -0.7 1.4 -0.9
H -0.526531 1.483956 1.331477 -2.9 7.1 0.3
H 1.397457 -0.548365 0.742905 -0.7 1.0 -1.6
H 1.212058 1.348656 -1.891924 -0.1 1.1 -0.3
H 2.059519 -0.254962 -1.279455 -2.9 1.9 -0.9
H -0.789817 0.841251 -0.747329 -2.1 3.8 -0.6
```
Positions in Å, forces in eV/Å.

These are the Löwdin partial charges, in e, on atoms 1 to 6:
1 C -0.192
2 O -0.145
3 C -0.138
4 C -0.118
5 C -0.023
6 C -0.287


4.
Entry from the Open Molecules 2025 dataset: a single C5H8O2 molecule (the ωB97M-V functional and the def2-TZVPD basis).

Output
SMILES: CC1=C[C@]1(O)CO
HOMO in eV: -9.65

The geometry in XYZ format:
```
15
Properties=species:S:1:pos:R:3:forces:R:3
C 1.945841 -0.326037 0.845423 0.1 0.0 0.1
C 0.743805 -0.310473 0.000427 0.3 -0.6 0.2
C 0.121043 -0.877893 -1.007225 0.2 -1.3 0.8
C -0.701134 -0.182830 0.067778 0.0 0.2 -0.3
O -1.331011 -0.880502 1.093178 -0.3 0.0 0.1
C -1.276050 1.161005 -0.365662 -0.2 -0.6 0.2
O -0.393883 1.576235 -1.367777 -0.2 -1.4 -1.3
H 2.845419 -0.604557 0.293088 -0.1 0.0 0.0
H 1.765880 -1.079227 1.616760 0.1 0.0 0.1
H 2.103810 0.626263 1.349259 0.0 0.0 0.0
H 0.272610 -1.813645 -1.525761 -0.2 0.2 -0.4
H -2.282887 -0.743977 1.015865 0.1 0.0 0.0
H -2.302892 1.082932 -0.761991 0.1 -0.2 0.2
H -1.332001 1.772799 0.554614 0.4 0.3 -0.7
H -0.178546 0.599914 -1.807982 -0.4 3.3 1.0
```
Positions in Å, forces in eV/Å.

These are the Löwdin partial charges, in e, on atoms 1 to 6:
1 C -0.008
2 C -0.171
3 C 0.057
4 C -0.446
5 O 0.046
6 C -0.228


5.
Entry from the Open Molecules 2025 dataset: a molecular structure, C5H8O2 (the ωB97M-V functional and the def2-TZVPD basis).

Output
HOMO in eV: -10.38

The geometry in XYZ format:
```
15
Properties=species:S:1:pos:R:3:forces:R:3
C -0.800643 1.365639 -0.429626 -0.4 -0.2 -0.1
C -0.171325 0.089636 0.123421 -0.2 0.1 0.0
C -1.015567 -1.013280 0.816089 0.0 0.4 0.0
C 0.892184 -0.527724 -0.800948 0.2 0.1 -0.1
C 1.851113 0.026229 0.241639 0.6 -0.2 0.1
O 3.014417 -0.030772 0.482787 -0.1 0.1 -0.2
O 0.893059 0.616787 0.995550 0.2 -0.7 0.5
H -0.068331 2.004181 -0.963168 -0.2 -0.6 0.3
H -1.580984 1.090636 -1.125988 -0.4 0.1 -0.3
H -1.216835 2.005164 0.357389 0.0 -0.4 0.0
H -0.377606 -1.828164 1.209172 0.0 0.6 -0.3
H -1.593234 -0.630189 1.660227 0.0 0.1 -0.1
H -1.716191 -1.493116 0.112110 0.3 0.4 0.1
H 0.938326 -1.617735 -0.895913 -0.1 0.3 0.1
H 0.951623 -0.057290 -1.782739 0.2 -0.1 0.1
```
Positions in Å, forces in eV/Å.

These are the Löwdin partial charges, in e, on atoms 1 to 6:
1 C -0.016
2 C -0.490
3 C -0.005
4 C 0.003
5 C -0.483
6 O 0.139


6.
Entry from the Open Molecules 2025 dataset: 2 unconnected molecules or ions with the total composition C5H8O2 (the ωB97M-V functional and the def2-TZVPD basis).

Output
SMILES: COC1=CC1.C=O
HOMO in eV: -8.32

The geometry in XYZ format:
```
15
Properties=species:S:1:pos:R:3:forces:R:3
C -2.109560 -1.003505 0.227039 -1.9 -1.8 -1.2
O -1.274728 -0.374187 -0.767495 -0.2 -1.2 1.0
C -0.384873 0.414380 -0.189440 -0.5 2.2 -1.2
C -0.248553 1.524121 0.489948 1.2 0.3 2.2
C 0.659147 1.340906 -0.689230 -0.7 1.6 -2.1
H -1.807436 -0.753730 1.206851 0.2 0.8 1.0
H -1.949751 -2.114525 0.194663 -0.2 0.9 -0.4
H -3.245753 -0.813379 0.069625 2.1 0.0 0.1
H -0.227650 2.130644 1.434513 -0.5 -0.8 -1.4
H 0.321439 1.954231 -1.604520 0.9 -0.7 1.1
H 1.788760 1.267367 -0.687596 -1.0 -0.6 0.4
C 2.104311 -0.834044 0.068896 0.2 -1.3 2.1
O 1.058302 -1.094879 0.664129 2.5 0.5 -0.1
H 3.162565 -0.586507 0.554837 -2.2 -0.1 -0.4
H 2.153783 -1.056898 -0.972218 0.1 0.2 -1.2
```
Positions in Å, forces in eV/Å.

These are the Löwdin partial charges, in e, on atoms 1 to 6:
1 C -0.055
2 O -0.036
3 C -0.430
4 C 0.020
5 C -0.131
6 H 0.068


7.
Entry from the Open Molecules 2025 dataset: a single C5H8O2 molecule (the ωB97M-V functional and the def2-TZVPD basis).

Output
HOMO in eV: -8.53

The geometry in XYZ format:
```
15
Properties=species:S:1:pos:R:3:forces:R:3
C 0.226920 1.692503 -0.479576 0.0 0.0 0.0
C 0.761256 0.514816 0.303653 0.1 0.0 -0.2
O 0.161255 0.538430 1.651156 -0.2 -0.2 0.2
C -0.693481 -0.405782 1.929775 0.2 0.1 -0.4
C -0.770280 -1.279645 0.689376 -0.1 0.0 0.0
C 0.368876 -0.870986 -0.253576 0.1 0.1 0.4
O 0.056963 -0.860631 -1.632801 -0.2 0.0 0.0
H -0.858252 1.617006 -0.599406 0.1 0.0 0.0
H 0.456153 2.626886 0.039438 0.0 -0.1 -0.1
H 0.677794 1.712098 -1.473597 0.0 0.0 0.1
H 1.838065 0.607978 0.469448 -0.2 0.0 0.0
H 1.208903 -1.557494 -0.129947 0.0 0.0 0.0
H -0.771649 -2.336469 0.963517 0.0 0.1 0.0
H -1.762717 -1.081081 0.251303 0.1 0.0 0.0
H -0.899807 -0.917629 -1.728763 0.1 0.1 -0.1
```
Positions in Å, forces in eV/Å.

These are the Löwdin partial charges, in e, on atoms 1 to 6:
1 C -0.028
2 C -0.276
3 O -0.074
4 C -0.012
5 C -0.145
6 C -0.335


8.
Entry from the Open Molecules 2025 dataset: a single C5H8O2 molecule (the ωB97M-V functional and the def2-TZVPD basis).

Output
SMILES: C=C=C(C)C(O)O
HOMO (alpha / beta) in eV: -7.93 / -7.93

The geometry in XYZ format:
```
15
Properties=species:S:1:pos:R:3:forces:R:3
C -2.450711 0.775896 0.107575 -0.1 0.1 0.4
C -1.195393 0.399201 0.142176 -0.8 -0.8 -1.9
C -0.070387 -0.251752 -0.123624 0.5 0.3 1.4
C 0.054356 -1.741427 -0.239398 -0.1 -0.2 -1.6
C 1.084470 0.614912 0.266969 -2.0 0.8 1.8
O 2.139597 -0.059553 0.862141 0.3 0.0 0.2
O 1.593141 1.343778 -0.815515 -0.1 0.6 -0.3
H -3.246508 0.059374 0.278119 -0.1 0.3 1.4
H -2.721394 1.800665 -0.115508 -0.1 -0.2 -1.1
H -0.747953 -2.126400 -0.876335 0.2 -0.2 0.1
H 1.024655 -2.032825 -0.650183 -0.2 0.0 -0.1
H -0.029218 -2.221589 0.740934 0.0 0.4 0.0
H 0.393583 1.341215 0.948454 2.5 -0.7 -0.5
H 2.799588 -0.179441 0.159837 -0.1 0.1 0.3
H 1.372174 2.277945 -0.685643 0.2 -0.4 -0.1
```
Positions in Å, forces in eV/Å.

These are the Löwdin partial charges, in e, on atoms 1 to 6:
1 C 0.020
2 C -0.063
3 C -0.237
4 C -0.036
5 C -0.485
6 O 0.021


Asked for energy above the lowest of the compared OMol25 structures with the same formula, charge and spin across the records above, the calculation gives 366.3, 336.7, 612.3, 355.9, 35.2, 553.6, 275.0, 424.8 kJ/mol in order.
Asked for E_tot across the records above, the calculation gives -7358.4589, -7358.7655, -7355.9094, -9406.1439, -9409.4674, -9404.0945, -9406.9818, -9405.4293 eV in order.
Asked for maximum force across the records above, the calculation gives 2.57, 2.97, 9.35, 3.47, 0.83, 2.82, 0.49, 2.81 eV/Å in order.